C33H44CuN3P2S2 | ωB97M-V with the def2-TZVPD basis set

```
85
C33H44CuN3P2S2 | the OMol25 dataset | ωB97M-V with the def2-TZVPD basis set
Cu 1.367 0.782 1.669
S 3.603 1.583 1.978
S 1.312 0.049 3.912
P -0.310 1.766 0.139
P 1.559 -0.878 0.100
N -0.949 1.081 -2.452
N -3.892 -1.137 -1.856
N 0.690 -1.198 -2.477
C -0.673 -1.283 -5.859
C -2.816 -0.268 3.116
C -0.240 -2.540 1.358
C -1.513 -0.150 -5.836
C 4.476 0.574 6.362
C 0.359 3.947 -1.879
C 5.416 1.222 5.568
C -1.606 0.622 -4.709
C -3.726 0.099 -1.064
C 2.177 2.376 -1.292
C 3.870 1.174 3.670
C -1.709 2.971 0.047
C -2.767 -2.044 -1.741
C 1.072 -2.624 0.578
C 2.908 0.520 4.483
C -4.036 -0.708 2.618
C 0.056 -1.623 -4.751
C 0.948 3.096 -0.744
C 1.399 4.023 0.383
C -0.284 0.728 -1.386
C -0.862 0.288 -3.559
C 3.246 0.238 5.813
C -0.033 -0.841 -3.582
C -4.282 -0.571 1.263
C 3.176 -1.129 -0.721
C 2.168 -3.085 1.551
C -3.317 -0.049 0.392
C 0.939 -3.627 -0.563
C 5.100 1.512 4.248
C 0.548 -0.474 -1.403
C -2.052 0.378 0.862
C -1.877 0.275 2.249
C -5.132 -1.843 -1.632
H 4.692 0.332 7.398
H -2.733 -2.556 -0.768
H -5.171 -2.379 -0.668
H -5.269 -2.587 -2.424
H -2.821 -2.802 -2.528
H -1.353 3.998 -0.015
H 2.326 -2.343 2.339
H 0.100 -3.389 -1.217
H 2.059 4.813 -0.009
H 3.914 -1.365 0.045
H 1.838 -3.676 -1.180
H -5.971 -1.146 -1.670
H 1.846 -4.019 2.023
H 1.170 4.473 -2.409
H 2.502 -0.264 6.422
H -0.612 -1.883 -6.759
H -2.244 1.496 -4.656
H -2.087 0.103 -6.719
H 0.709 -2.486 -4.729
H 0.553 4.522 0.865
H 2.642 1.743 -0.530
H -4.793 -1.117 3.279
H -2.314 2.845 0.943
H -1.047 -2.104 0.768
H 3.477 -0.181 -1.167
H 6.385 1.504 5.968
H 5.826 2.019 3.622
H -0.116 -1.926 2.250
H -0.954 0.639 2.689
H -0.317 4.722 -1.508
H 2.933 3.109 -1.608
H -1.832 -1.497 -1.853
H -5.259 -0.846 0.872
H -2.330 2.758 -0.825
H 3.115 -3.276 1.040
H -4.684 0.628 -1.128
H 0.766 -4.622 -0.136
H -2.588 -0.339 4.174
H 1.957 3.479 1.148
H -2.993 0.714 -1.575
H 3.147 -1.900 -1.492
H -0.540 -3.549 1.665
H -0.189 3.360 -2.617
H 1.944 1.765 -2.173
```

Results
**Frontier orbital gap**: 4.81 eV
**Total charge**: -2
**LUMO**: 4.283 eV
**2S+1**: 1
**Relative energy (zero: lowest compared OMol25 entry of this formula, charge and spin)**: 1.11 kcal per mole
**Maximum force**: 0.9 eV Å⁻¹
**HOMO energy**: -0.525 eV

=====

C33H44EuN5O3P | ωB97M-V with the def2-TZVPD basis set

```
87
C33H44EuN5O3P | the OMol25 dataset | ωB97M-V with the def2-TZVPD basis set
Eu -0.880 -0.146 0.549
P 1.388 1.099 -0.933
O -2.149 1.664 1.011
O -1.278 -2.878 0.973
O -3.751 3.213 0.833
N -2.174 1.127 -1.570
N 0.305 1.768 2.223
N -3.364 -0.921 1.126
N -1.161 -0.511 3.255
N 1.235 -1.200 1.813
C -0.341 -4.861 0.097
C -0.452 -1.303 -1.613
C 0.788 -1.888 -3.703
C -1.447 -4.058 0.715
C 0.633 -1.084 -2.538
C -1.242 0.829 3.883
C 3.126 1.439 -0.472
C 3.755 2.667 -0.644
C -0.004 1.679 3.658
C -2.923 2.480 0.341
C 0.492 2.795 -3.018
C 2.616 0.164 -3.239
C 1.586 -0.031 -2.353
C 5.089 2.827 -0.285
C -0.166 -2.900 -3.983
C -1.238 -3.064 -3.161
C -2.671 2.449 -1.160
C 0.809 -2.058 2.936
C 3.859 0.375 0.058
C -0.078 -1.289 3.901
C 5.806 1.767 0.244
C 0.073 4.948 -1.311
C -0.035 3.985 -3.508
C -2.454 -1.207 3.428
C -2.761 -4.730 0.988
C -3.584 -0.661 2.568
C 5.188 0.533 0.411
C -1.362 -2.265 -1.998
C 0.807 2.669 -1.668
C 1.868 -1.665 -4.590
C -0.242 5.061 -2.659
C 0.584 3.757 -0.820
C 2.769 -0.664 -4.366
H -0.195 2.659 4.105
H 3.588 -0.493 -5.052
H -3.540 -1.899 0.926
H 0.550 -0.605 4.470
H -0.277 4.070 -4.559
H -3.346 -4.708 0.062
H 5.747 -0.305 0.807
H -1.421 0.727 4.962
H -4.514 -1.115 2.920
H -2.295 -2.258 3.181
H 3.397 -0.601 0.151
H -1.636 1.195 -2.428
H -2.246 -2.451 -1.385
H -2.630 -5.777 1.256
H 3.326 0.967 -3.078
H 1.962 -2.302 -5.461
H 3.217 3.502 -1.070
H 0.404 -5.061 0.873
H -0.089 5.783 -0.642
H -3.571 2.769 -1.687
H -3.686 0.416 2.688
H 6.845 1.895 0.516
H -1.890 3.186 -1.357
H -3.317 -4.207 1.764
H 0.817 3.678 0.236
H -0.496 -1.988 4.632
H -0.685 -5.812 -0.303
H 1.832 -1.739 1.193
H -4.048 -0.382 0.603
H -0.650 5.987 -3.044
H 0.867 1.272 4.173
H 5.568 3.787 -0.430
H -0.037 -3.514 -4.866
H 1.155 2.306 2.090
H 0.138 -4.266 -0.680
H 0.665 1.966 -3.693
H 1.658 -2.454 3.500
H -2.764 -1.159 4.481
H -1.991 -3.811 -3.389
H -2.956 0.518 -1.791
H -2.089 1.357 3.448
H -0.455 2.286 1.783
H 0.272 -2.902 2.516
H 1.800 -0.428 2.159
```

Results
**⟨S²⟩**: 12.0209
**Frontier orbital gap (spin up / spin down)**: 7.39 / 8.14 eV
**Total charge**: +1
**LUMO (spin up / spin down)**: -2.706 / -1.946 eV
**2S+1**: 7
**Relative energy (zero: lowest compared OMol25 entry of this formula, charge and spin)**: 0.00 kcal per mole
**Maximum force**: 0.5 eV Å⁻¹
**HOMO energy (spin up / spin down)**: -10.091 / -10.089 eV

=====

C33H44MoN6O8S2Si | ωB97M-V with the def2-TZVPD basis set

```
95
C33H44MoN6O8S2Si | the OMol25 dataset | ωB97M-V with the def2-TZVPD basis set
Mo 0.603 0.701 -0.192
S -5.103 2.554 -3.070
S 0.095 1.709 -2.674
Si 0.796 -2.326 -0.592
O -4.413 1.286 -2.960
O -5.872 0.553 -0.313
O 1.038 1.689 -3.727
O -6.524 2.595 -2.879
O -1.147 2.381 -2.797
O -0.048 0.279 -2.041
O 0.771 2.228 -1.295
O -4.708 -1.234 -0.685
N -1.466 1.094 0.084
N -3.432 2.037 -0.180
N -4.838 -0.060 -0.428
N 7.855 0.444 7.279
N 0.583 0.750 1.897
N 2.520 0.604 0.055
C -0.510 0.780 2.709
C -0.004 -4.533 0.828
C 4.712 0.520 0.570
C -1.331 -2.539 1.467
C 0.063 -3.006 1.050
C 3.270 0.620 -1.135
C 5.901 -0.543 4.557
C 4.189 1.649 4.402
C 1.057 -2.743 2.189
C -2.131 2.263 0.042
C -0.184 0.758 4.055
C 7.045 0.476 6.468
C 4.928 -0.499 3.576
C -2.387 0.091 -0.161
C -4.430 3.107 -0.432
C 2.642 -2.543 -0.544
C -4.390 3.675 -1.851
C 4.595 0.543 -0.844
C 4.061 0.593 3.500
C -1.368 -2.566 -2.500
C 1.688 0.727 2.797
C -3.592 0.668 -0.277
C -1.504 3.594 0.219
C 0.972 -2.263 -3.432
C 6.028 0.517 5.452
C 0.346 -4.383 -2.346
C 3.442 0.546 1.105
C 0.123 -2.851 -2.289
C -4.674 3.309 -4.621
C -5.519 2.719 -5.743
C 5.175 1.616 5.370
C 3.023 0.624 2.451
C 1.194 0.713 4.117
H -0.833 -4.818 0.185
H -4.209 3.897 0.282
H -5.307 3.254 -6.666
H 5.400 0.541 -1.560
H -1.201 3.997 -0.749
H -1.617 -3.066 2.381
H 0.635 -3.137 3.117
H -1.504 0.791 2.300
H -3.386 3.954 -2.170
H 5.629 0.516 1.138
H -0.881 0.756 4.876
H 3.121 -2.053 0.302
H -0.615 3.504 0.841
H -1.986 -2.990 -1.704
H 1.360 -4.688 -2.080
H -6.579 2.816 -5.520
H -5.042 4.548 -1.876
H -4.852 4.379 -4.496
H 1.805 0.645 5.002
H 1.251 -1.683 2.344
H -5.289 1.666 -5.896
H 2.818 -3.619 -0.439
H 0.917 -4.962 0.430
H 3.534 2.508 4.327
H -2.187 4.296 0.691
H 0.962 -1.181 -3.479
H -2.090 -2.773 0.718
H 2.006 -2.607 -3.384
H -0.361 -4.940 -1.738
H 4.822 -1.326 2.886
H 6.564 -1.394 4.636
H -2.154 -0.954 -0.220
H 0.189 -4.684 -3.384
H -0.177 -4.992 1.806
H 3.122 -2.221 -1.465
H 5.292 2.437 6.064
H -3.607 3.127 -4.752
H -1.585 -1.503 -2.590
H -1.366 -1.474 1.692
H -5.414 2.710 -0.202
H 2.797 0.723 -2.103
H -1.689 -3.040 -3.431
H 2.009 -3.248 2.028
H 0.562 -2.631 -4.376
```

Results
**Frontier orbital gap (spin up / spin down)**: 5.99 / 6.10 eV
**Total charge**: +2
**LUMO (spin up / spin down)**: -8.563 / -8.453 eV
**2S+1**: 1
**Maximum force**: 1.0 eV Å⁻¹
**HOMO energy (spin up / spin down)**: -14.553 / -14.551 eV